1.
17
Properties=species:S:1:pos:R:3 method="wB97M-V/def2-TZVPD" gap_ev=10.226 mol_weight_g_mol=102.1 homo_ev=-9.239 e_above_lowest_kcal_mol=52.07 e_tot_ha=-343.1185 smiles="CNC(=O)[C@@H](C)N"
C -0.715 1.815 -1.449
N -0.662 0.268 -1.413
C -0.311 -0.631 -0.389
O -0.015 -1.760 -0.755
C -0.027 0.060 0.977
C 0.267 -1.134 1.933
N 1.172 0.971 0.930
H -0.006 2.261 -2.162
H -1.727 2.021 -1.648
H -0.483 2.241 -0.499
H -0.700 0.064 -2.376
H -0.847 0.613 1.396
H 1.249 -1.581 1.567
H -0.273 -2.032 1.626
H 0.510 -0.864 2.990
H 1.606 1.264 1.792
H 1.940 0.769 0.303

=====

2.
222
Properties=species:S:1:pos:R:3 method="wB97M-V/def2-TZVPD" gap_ev=8.960 mol_weight_g_mol=1117.8 homo_ev=-8.869 e_tot_ha=-3650.8702
C 0.353 -3.572 0.793
O -0.687 -4.432 0.391
H 1.289 -4.092 0.996
H 0.517 -2.788 0.053
H 0.064 -2.971 1.656
H -1.228 -4.682 1.144
C -3.209 -3.105 -5.281
O -2.963 -3.421 -6.603
H -2.277 -2.880 -4.763
H -3.908 -2.274 -5.185
H -3.797 -3.916 -4.850
H -3.719 -3.187 -7.146
C 0.282 -5.253 -3.770
O 1.131 -5.501 -4.861
H 0.791 -5.393 -2.816
H -0.135 -4.246 -3.783
H -0.601 -5.891 -3.726
H 0.640 -5.242 -5.645
C 0.142 7.476 3.588
C 1.036 7.114 2.403
C 1.978 6.053 2.919
O 0.370 6.525 1.354
H -0.764 8.041 3.367
H 0.652 8.018 4.385
H -0.318 6.596 4.036
H 1.645 7.908 1.970
H 2.658 5.644 2.172
H 1.455 5.174 3.296
H 2.550 6.367 3.792
H 1.021 6.395 0.661
C -3.355 2.127 2.444
C -4.851 1.989 2.473
C -5.611 1.411 1.227
O -5.077 0.982 3.418
H -3.060 2.718 1.577
H -2.840 1.179 2.285
H -2.947 2.563 3.356
H -5.375 2.892 2.784
H -5.104 0.516 0.865
H -5.741 2.211 0.498
H -6.630 1.070 1.407
H -4.258 0.490 3.505
C 4.603 -0.534 5.119
C 5.785 -0.018 4.264
C 6.823 0.655 5.182
O 6.387 -1.032 3.463
H 3.937 -1.068 4.442
H 4.193 0.295 5.697
H 5.001 -1.222 5.865
H 5.433 0.733 3.557
H 6.309 1.352 5.844
H 7.655 1.240 4.790
H 7.228 -0.101 5.854
H 7.065 -0.630 2.914
C 0.929 -7.175 0.595
C -0.187 -7.856 -0.227
C -1.198 -8.588 0.672
O -0.766 -6.802 -0.947
H 1.510 -7.924 1.132
H 0.572 -6.521 1.391
H 1.654 -6.615 0.005
H 0.250 -8.612 -0.880
H -1.922 -9.085 0.026
H -1.767 -7.919 1.317
H -0.719 -9.319 1.324
H -0.709 -5.994 -0.431
C -0.077 2.444 -4.208
C 0.005 3.317 -5.455
C 0.150 2.414 -6.730
O -1.278 4.034 -5.499
H -0.242 2.972 -3.269
H 0.871 1.907 -4.214
H -0.836 1.664 -4.274
H 0.823 4.038 -5.454
H -0.420 1.485 -6.740
H 1.215 2.225 -6.866
H -0.245 2.947 -7.595
H -1.308 4.867 -5.023
C 1.767 0.701 3.707
C 0.408 0.644 4.412
C -0.319 1.993 4.200
O -0.335 -0.412 3.843
H 2.460 1.252 4.343
H 1.759 1.279 2.783
H 2.251 -0.265 3.561
H 0.458 0.379 5.468
H 0.217 2.735 4.793
H -1.322 1.905 4.617
H -0.393 2.214 3.135
H -0.265 -0.265 2.897
C 6.607 1.175 -3.609
C 5.307 0.607 -4.020
C 4.095 1.501 -3.818
O 5.339 0.167 -5.357
H 6.452 1.593 -2.615
H 6.903 1.907 -4.360
H 7.340 0.368 -3.634
H 5.143 -0.340 -3.506
H 4.011 1.798 -2.773
H 3.168 0.988 -4.073
H 4.213 2.342 -4.502
H 4.457 -0.001 -5.696
C -4.518 4.593 -1.199
C -4.252 5.128 -2.627
C -4.398 4.028 -3.693
O -5.158 6.185 -2.849
H -5.570 4.404 -0.986
H -4.112 5.226 -0.409
H -4.023 3.628 -1.088
H -3.263 5.586 -2.632
H -5.242 3.348 -3.572
H -3.553 3.343 -3.762
H -4.445 4.460 -4.692
H -6.022 5.803 -3.018
C 2.603 4.184 -1.678
C 1.967 5.570 -1.666
C 0.430 5.436 -1.702
O 2.370 6.152 -0.454
H 2.251 3.504 -2.454
H 2.414 3.717 -0.712
H 3.685 4.282 -1.774
H 2.308 6.167 -2.512
H -0.040 6.419 -1.736
H 0.045 4.869 -0.854
H 0.135 4.937 -2.625
H 3.322 6.278 -0.449
C 3.491 -4.807 2.615
C 4.608 -3.786 2.864
C 5.899 -4.176 2.150
O 4.171 -2.545 2.458
H 3.265 -4.981 1.563
H 2.623 -4.485 3.190
H 3.706 -5.800 3.009
H 4.828 -3.755 3.931
H 5.739 -4.321 1.081
H 6.352 -5.107 2.489
H 6.637 -3.382 2.269
H 4.787 -1.863 2.736
C -5.084 -3.371 -1.362
C -5.455 -1.893 -1.552
C -4.266 -1.013 -1.943
O -6.350 -1.771 -2.576
H -5.939 -3.980 -1.068
H -4.378 -3.579 -0.558
H -4.738 -3.739 -2.327
H -5.985 -1.517 -0.677
H -3.590 -0.804 -1.114
H -4.514 -0.001 -2.263
H -3.717 -1.461 -2.771
H -6.496 -0.834 -2.720
C -2.921 7.738 1.461
C -3.107 6.421 2.259
C -4.616 5.937 2.361
O -2.280 5.468 1.754
H -3.106 7.585 0.398
H -1.975 8.278 1.496
H -3.658 8.463 1.807
H -2.774 6.602 3.281
H -5.192 5.687 1.470
H -5.164 6.807 2.723
H -4.680 5.118 3.077
H -1.461 5.943 1.591
C 3.955 0.666 0.315
C 3.144 -0.511 -0.215
C 4.043 -1.703 -0.672
O 2.303 -0.994 0.856
H 4.587 0.355 1.147
H 3.432 1.584 0.583
H 4.733 0.949 -0.394
H 2.607 -0.170 -1.101
H 4.562 -1.523 -1.614
H 3.373 -2.525 -0.925
H 4.765 -2.024 0.079
H 2.879 -1.510 1.424
C -4.727 -2.593 3.938
C -3.333 -2.076 3.516
C -3.222 -2.081 2.005
O -3.053 -0.768 4.075
H -5.410 -1.903 3.443
H -4.917 -2.553 5.010
H -4.987 -3.599 3.609
H -2.629 -2.842 3.840
H -3.918 -1.371 1.557
H -3.480 -3.090 1.685
H -2.166 -1.898 1.808
H -2.124 -0.632 3.875
C 3.079 -2.543 -5.058
C 2.065 -1.865 -5.980
C 0.779 -1.536 -5.217
O 2.699 -0.678 -6.427
H 2.664 -3.407 -4.539
H 3.497 -1.889 -4.293
H 3.942 -2.862 -5.642
H 1.842 -2.535 -6.810
H 0.076 -0.883 -5.735
H 0.953 -1.029 -4.267
H 0.218 -2.402 -4.864
H 2.350 -0.480 -7.299
C -0.447 1.849 -0.272
C -0.964 0.398 -0.041
C -0.834 -0.511 -1.282
O -0.282 -0.182 1.070
H -1.053 2.245 -1.087
H 0.596 1.670 -0.535
H -0.492 2.495 0.605
H -2.016 0.534 0.211
H -1.298 -1.477 -1.087
H 0.205 -0.782 -1.471
H -1.276 -0.108 -2.193
H 0.612 -0.424 0.816
C -1.436 -7.067 4.265
C -1.619 -5.569 3.957
C -0.361 -4.682 4.098
O -2.163 -5.417 2.634
H -0.828 -7.560 3.506
H -2.409 -7.557 4.284
H -1.042 -7.177 5.275
H -2.411 -5.292 4.651
H 0.442 -5.161 3.538
H -0.095 -4.614 5.153
H -0.526 -3.659 3.760
H -3.042 -5.804 2.646

=====

3.
52
Properties=species:S:1:pos:R:3 method="wB97M-V/def2-TZVPD" gap_ev=9.083 mol_weight_g_mol=408.5 homo_ev=-8.528 e_above_lowest_kcal_mol=0.00 e_tot_ha=-1693.7672 smiles="CCOC(=O)c1c(S(=O)(=O)NCC(=O)Nc2cc(C)ccn2)c(C)n(C)c1C"
C 3.106 1.800 4.081
C 3.663 0.579 3.362
O 2.693 0.007 2.485
C 1.919 -0.975 2.972
O 1.938 -1.319 4.133
C 1.069 -1.555 1.939
C 1.198 -1.428 0.524
S 2.402 -0.490 -0.361
O 3.732 -0.788 0.080
O 2.145 -0.620 -1.775
N 1.936 1.077 0.009
C 2.081 2.084 -1.026
C 0.703 2.457 -1.584
O 0.321 3.603 -1.657
N 0.000 1.356 -1.956
C -1.308 1.289 -2.414
C -2.062 2.417 -2.738
C -3.358 2.251 -3.197
C -4.203 3.425 -3.574
C -3.851 0.951 -3.313
C -3.028 -0.100 -2.962
N -1.789 0.053 -2.520
C 0.199 -2.176 -0.051
C -0.119 -2.430 -1.476
N -0.542 -2.726 0.959
C -1.700 -3.552 0.748
C -0.022 -2.379 2.167
C -0.596 -2.837 3.457
H 3.879 2.239 4.705
H 2.269 1.509 4.711
H 2.764 2.546 3.366
H 3.971 -0.179 4.089
H 4.507 0.841 2.719
H 2.256 1.343 0.925
H 2.561 2.988 -0.647
H 2.682 1.674 -1.845
H 0.488 0.463 -1.887
H -1.630 3.398 -2.629
H -5.185 3.354 -3.111
H -3.731 4.355 -3.268
H -4.345 3.447 -4.654
H -4.853 0.770 -3.670
H -3.369 -1.125 -3.035
H -0.911 -1.758 -1.818
H 0.760 -2.229 -2.080
H -0.430 -3.461 -1.626
H -2.275 -3.620 1.669
H -1.409 -4.560 0.442
H -2.326 -3.115 -0.030
H -0.629 -3.925 3.501
H 0.035 -2.475 4.263
H -1.606 -2.453 3.598

=====

4.
13
Properties=species:S:1:pos:R:3 method="wB97M-V/def2-TZVPD" gap_ev=9.106 mol_weight_g_mol=106.1 homo_ev=-8.914 e_above_lowest_kcal_mol=69.46 e_tot_ha=-610.2473
C -1.881 -0.616 -0.193
C 0.926 2.031 -0.505
C 0.562 -1.824 0.706
O -2.321 -0.321 -1.276
O 0.093 0.954 -0.626
P -0.557 0.306 0.746
H -2.220 -1.446 0.336
H 1.862 1.789 -1.015
H 1.113 2.264 0.599
H 0.482 2.877 -0.941
H 0.005 -2.185 -0.125
H 0.279 -2.350 1.611
H 1.656 -1.479 0.683

=====

5.
36
Properties=species:S:1:pos:R:3 method="wB97M-V/def2-TZVPD" gap_ev="5.755 / 5.815" mol_weight_g_mol=315.3 homo_ev="-5.603 / -6.068" e_tot_ha=-3124.0405
C 2.481 -0.177 2.362
C 1.239 -0.991 2.602
H 3.298 -0.762 1.952
H 2.872 0.495 3.126
H 2.166 0.570 1.622
H 0.733 -1.181 1.664
H 0.615 -3.047 2.853
H 0.552 -0.407 3.246
C 1.824 0.044 -1.668
C 2.143 -0.296 -2.979
C 1.126 -0.248 -3.949
C -0.224 -0.076 -3.573
H 2.533 0.026 -0.839
H 3.178 -0.527 -3.237
H 1.374 -0.355 -5.009
H -1.071 -0.115 -4.281
N 0.563 0.413 -1.369
C -0.499 0.187 -2.231
C -1.794 0.232 -1.518
N -1.630 0.500 -0.181
C -2.645 0.351 0.692
C -4.167 0.073 -1.146
C -3.950 0.204 0.226
H -2.358 0.369 1.743
H -4.779 0.222 0.945
C -3.074 -0.007 -2.034
H -3.162 -0.234 -3.089
H -5.175 -0.017 -1.535
Be -0.264 1.304 -0.300
C 0.212 2.595 0.660
H -0.679 3.003 1.185
H 0.652 3.388 0.023
H 0.916 2.219 1.429
Se 3.374 -2.682 5.331
C 2.221 -2.641 4.116
N 1.400 -2.435 3.164

=====

6.
8
Properties=species:S:1:pos:R:3 method="wB97M-V/def2-TZVPD" gap_ev=7.014 mol_weight_g_mol=154.3 homo_ev=-8.969 e_above_lowest_kcal_mol=3.38 e_tot_ha=-1670.1165 smiles="S=C(S)C(=S)S"
S -0.925 1.594 -0.068
C -0.504 0.014 -0.052
S -1.756 -1.248 -0.001
C 0.950 -0.468 -0.029
S 1.326 -2.007 -0.062
S 2.264 0.748 -0.007
H -2.752 -0.380 0.068
H 1.397 1.747 0.151

=====

7.
17
Properties=species:S:1:pos:R:3 method="wB97M-V/def2-TZVPD" gap_ev=10.131 mol_weight_g_mol=98.1 homo_ev=-8.974 e_above_lowest_kcal_mol=35.77 e_tot_ha=-309.7854 smiles="C=COCC1CC1"
C -0.777 -1.370 1.777
C 0.365 -0.723 2.005
O 1.178 -0.151 1.086
C 0.970 -0.572 -0.263
C -0.201 0.079 -0.987
C -0.589 1.474 -0.594
C 0.081 1.232 -1.910
H -1.304 -1.827 2.605
H -1.223 -1.446 0.792
H 0.783 -0.630 3.007
H 0.856 -1.664 -0.268
H 1.913 -0.318 -0.751
H -1.010 -0.588 -1.282
H -1.641 1.741 -0.598
H -0.009 1.911 0.213
H -0.515 1.330 -2.813
H 1.123 1.523 -2.020

=====

8.
81
Properties=species:S:1:pos:R:3 method="wB97M-V/def2-TZVPD" gap_ev="7.498 / 6.647" multiplicity=4 charge=+1 mol_weight_g_mol=963.8 homo_ev="-10.641 / -10.637" s_squared=3.7688 e_above_lowest_kcal_mol=0.12 e_tot_ha=-5063.5408
Re -0.432 -0.840 0.460
O 0.933 -2.661 4.288
C 2.164 -2.967 3.817
C 3.135 -3.294 4.759
C 4.415 -3.616 4.362
C 4.762 -3.621 3.010
C 3.808 -3.300 2.073
C 2.496 -2.972 2.455
C 1.530 -2.597 1.426
O 0.352 -2.100 1.808
N 1.833 -2.702 0.170
N 0.856 -2.134 -0.639
C 1.057 -2.242 -1.897
C 0.126 -1.711 -2.892
C 0.566 -1.440 -4.178
C -0.338 -0.910 -5.085
C -1.642 -0.701 -4.677
C -1.995 -1.026 -3.372
N -1.131 -1.515 -2.491
H 0.372 -2.402 3.533
H 2.850 -3.285 5.804
H 5.156 -3.865 5.111
H 5.769 -3.867 2.701
H 4.052 -3.289 1.021
H 1.972 -2.732 -2.213
H 1.599 -1.619 -4.451
H -0.028 -0.669 -6.093
H -2.384 -0.298 -5.353
H -3.011 -0.882 -3.018
N -3.548 -0.638 1.795
C -3.396 -1.726 0.968
C -4.547 -2.482 0.718
C -4.449 -3.638 -0.011
C -3.195 -4.044 -0.472
C -2.124 -3.241 -0.221
N -2.208 -2.070 0.464
C -2.664 0.239 2.371
C -3.178 1.095 3.354
C -2.345 1.969 4.000
C -0.988 1.985 3.672
C -0.548 1.140 2.698
N -1.370 0.279 2.029
H -4.507 -0.459 2.047
H -5.496 -2.150 1.118
H -5.331 -4.232 -0.209
H -3.061 -4.963 -1.024
H -1.139 -3.508 -0.571
H -4.231 1.041 3.599
H -2.738 2.630 4.761
H -0.287 2.647 4.162
H 0.485 1.122 2.390
Br 4.690 2.888 3.668
C 4.102 2.878 1.870
C 4.543 3.858 0.994
C 4.109 3.839 -0.325
C 3.244 2.851 -0.766
C 2.802 1.883 0.129
C 3.231 1.888 1.453
C 1.862 0.846 -0.362
O 1.678 0.610 -1.531
O 1.230 0.171 0.609
H 5.221 4.626 1.341
H 4.451 4.604 -1.010
H 2.895 2.824 -1.790
H 2.915 1.115 2.141
O -3.241 0.626 -0.767
C -2.174 1.098 -1.106
O -1.008 0.636 -0.726
C -2.050 2.233 -2.067
C -3.195 2.838 -2.575
C -3.087 3.895 -3.467
C -1.835 4.357 -3.849
C -0.715 3.737 -3.326
C -0.791 2.677 -2.449
N 0.624 4.231 -3.710
O 1.586 3.668 -3.230
O 0.681 5.155 -4.487
H -4.162 2.470 -2.260
H -3.976 4.366 -3.864
H -1.715 5.185 -4.534
H 0.109 2.204 -2.082

=====

9.
13
Properties=species:S:1:pos:R:3 method="wB97M-V/def2-TZVPD" gap_ev=9.707 mol_weight_g_mol=81.1 homo_ev=-8.549 e_above_lowest_kcal_mol=111.65 e_tot_ha=-249.2953 smiles="C1=C[C@@H]2CN2C1"
C -1.050 -0.396 -0.898
C -0.552 -1.081 0.033
C 0.588 -0.557 0.727
C 0.373 0.590 1.445
N 0.908 0.521 0.087
C -0.008 0.693 -1.102
H -1.775 -0.711 -1.797
H -1.121 -2.026 0.359
H 1.512 -1.294 0.861
H -0.492 1.317 1.423
H 1.332 0.873 1.901
H -0.199 1.732 -0.950
H 0.484 0.338 -2.088

=====

10.
36
Properties=species:S:1:pos:R:3 method="wB97M-V/def2-TZVPD" gap_ev=9.587 mol_weight_g_mol=324.7 homo_ev=-8.916 e_above_lowest_kcal_mol=0.00 e_tot_ha=-1475.3249 smiles="O=c1c(F)cn([C@H]2CCCO2)c(=O)n1Cc1ccccc1Cl"
O -0.429 -2.931 1.200
C 0.190 -1.984 0.778
C 1.451 -2.034 0.055
F 1.972 -3.244 -0.216
C 2.092 -0.924 -0.352
N 1.598 0.308 -0.071
C 2.305 1.543 -0.476
C 3.024 2.163 0.728
C 4.378 1.460 0.663
C 4.580 1.335 -0.846
O 3.274 1.262 -1.427
C 0.396 0.482 0.591
O -0.031 1.587 0.845
N -0.263 -0.670 0.953
C -1.580 -0.494 1.559
C -2.505 0.325 0.702
C -3.166 1.420 1.244
C -4.033 2.184 0.485
C -4.252 1.866 -0.844
C -3.605 0.781 -1.407
C -2.743 0.018 -0.635
Cl -1.970 -1.346 -1.381
H 3.006 -0.964 -0.923
H 1.537 2.201 -0.900
H 3.135 3.234 0.565
H 2.480 2.001 1.654
H 4.319 0.475 1.128
H 5.174 2.027 1.138
H 5.081 2.220 -1.254
H 5.145 0.447 -1.138
H -1.976 -1.505 1.702
H -1.461 -0.008 2.531
H -2.986 1.678 2.276
H -4.533 3.031 0.930
H -4.923 2.460 -1.446
H -3.765 0.518 -2.440